DFT (ωB97M-V/def2-TZVPD) results for a 2-piece molecular cluster, C4H11NS overall.

ORCA input file:
```
! wB97M-V def2-TZVPD RIJCOSX def2/J DEFGRID3
* xyz 0 1
C -1.282 2.672 -0.253
C -0.810 1.858 -1.438
S -0.213 0.185 -0.988
H -0.644 2.927 0.600
H -2.115 2.183 0.270
H -1.722 3.607 -0.631
H -0.077 2.403 -2.034
H -1.687 1.646 -2.029
C 0.966 -1.504 1.717
C 1.656 -0.853 0.792
N 0.252 -2.746 1.362
H 0.753 -1.103 2.695
H 2.036 0.094 1.109
H 1.773 -1.198 -0.219
H 0.009 -2.722 0.373
H 0.613 -3.613 1.743
H -0.684 -2.666 1.774
*
```

**Energy above the lowest of the compared OMol25 structures with the same formula, charge and spin**: 3.704 eV
**Orbital gap**: 0.2010 Ha

Löwdin population analysis, charges in e, atoms 1 to 4: number 1, C, carries -0.24; number 2, C, carries -0.75; number 3, S, carries 0.30; number 4, H, carries 0.05